(1)
ORCA calculation (ωB97M-V with the def2-TZVPD basis set) on a molecular structure, C5H8O.

ORCA input file:
```
! wB97M-V def2-TZVPD RIJCOSX def2/J DEFGRID3
* xyz 0 1
C 1.56 -0.29 0.54
C 0.68 0.56 -0.35
C -0.62 0.09 -0.98
C -1.34 -0.83 0.00
O -1.22 0.14 1.06
C -0.64 1.07 0.16
H 0.97 -0.66 1.38
H 2.37 0.32 0.95
H 2.00 -1.15 0.02
H 1.20 1.26 -0.99
H -0.86 0.23 -2.02
H -0.84 -1.78 0.25
H -2.39 -1.00 -0.24
H -0.94 2.11 0.25
*
```

The energy above the lowest of the compared OMol25 structures with the same formula, charge and spin comes out at 227.76 kJ/mol. For the maximum force, the calculation gives 0.0119 hartree/bohr.

Partial charges, Mulliken, in e: -1.306, 0.061, -0.415, -0.363, -0.426, -0.184, 0.322, 0.367, 0.280, 0.422, 0.364, 0.226, 0.290, 0.359

---

(2)
ORCA calculation (ωB97M-V with the def2-TZVPD basis set) on a molecular structure, C5H8O.

ORCA input file:
```
! wB97M-V def2-TZVPD RIJCOSX def2/J DEFGRID3
* xyz 0 1
C -1.02 1.40 0.33
C 0.25 0.58 0.32
C 0.59 0.25 -1.10
C 0.12 -1.14 -0.63
O 1.19 -1.99 -0.80
C -0.07 -0.78 0.86
H -1.83 0.88 -0.22
H -1.37 1.57 1.36
H -0.86 2.37 -0.15
H 1.16 -2.67 -0.11
H 1.62 0.10 -1.43
H 0.03 0.85 -1.81
H 0.67 -1.35 1.44
H -1.04 -0.82 1.35
*
```

The energy above the lowest of the compared OMol25 structures with the same formula, charge and spin comes out at 438.19 kJ/mol. For the maximum force, the calculation gives 0.0167 hartree/bohr.

Partial charges, Mulliken, in e: -1.605, 0.614, -0.653, 0.312, -0.438, -0.835, 0.412, 0.393, 0.398, 0.296, 0.256, 0.248, 0.360, 0.244

---

(3)
ORCA calculation (ωB97M-V with the def2-TZVPD basis set) on a single C5H8O molecule.

ORCA input file:
```
! wB97M-V def2-TZVPD RIJCOSX def2/J DEFGRID3
* xyz 0 1
C 0.68 0.77 1.38
C 0.62 -0.43 0.48
C -0.62 -1.12 0.14
C 0.23 -0.27 -0.97
C -0.75 0.65 -1.55
O -1.88 0.75 -1.13
H -0.15 1.45 1.18
H 0.64 0.45 2.42
H 1.63 1.29 1.20
H 1.46 -1.12 0.53
H -1.53 -0.67 0.56
H -0.73 -2.17 -0.06
H 1.04 -0.58 -1.67
H -0.47 1.21 -2.47
*
```

The energy above the lowest of the compared OMol25 structures with the same formula, charge and spin comes out at 195.20 kJ/mol. For the maximum force, the calculation gives 0.0245 hartree/bohr.

Partial charges, Mulliken, in e: -1.316, 0.333, -0.757, -0.268, -0.089, -0.506, 0.317, 0.335, 0.318, 0.405, 0.213, 0.286, 0.367, 0.362

---

(4)
ORCA calculation (ωB97M-V with the def2-TZVPD basis set) on a molecular structure, C5H8O.

ORCA input file:
```
! wB97M-V def2-TZVPD RIJCOSX def2/J DEFGRID3
* xyz 0 1
C -0.95 0.22 -0.72
C -0.43 -0.78 0.17
C 0.98 -0.60 -0.46
C 0.37 0.68 -1.02
O 0.57 1.26 1.19
C -0.19 0.29 1.56
H -0.30 0.11 -1.94
H -1.91 0.69 -0.89
H -0.90 -1.74 0.39
H 1.19 -1.35 -1.23
H 1.81 -0.46 0.21
H 0.76 1.63 -1.39
H -1.23 0.52 1.88
H 0.23 -0.47 2.26
*
```

The energy above the lowest of the compared OMol25 structures with the same formula, charge and spin comes out at 531.68 kJ/mol. For the maximum force, the calculation gives 0.0068 hartree/bohr.

Partial charges, Mulliken, in e: -0.391, -0.339, -0.442, -0.407, -0.678, -0.442, 0.189, 0.438, 0.450, 0.244, 0.290, 0.407, 0.357, 0.325

---

(5)
ORCA calculation (ωB97M-V with the def2-TZVPD basis set) on a single C5H8O molecule.

ORCA input file:
```
! wB97M-V def2-TZVPD RIJCOSX def2/J DEFGRID3
* xyz 0 1
C 1.56 -0.17 0.90
C 0.30 -0.02 0.51
C -0.85 -0.79 1.11
C -0.07 0.94 -0.60
C -0.42 0.26 -1.90
O -0.39 -0.94 -2.09
H 2.37 0.40 0.45
H 1.83 -0.87 1.68
H -1.39 -1.34 0.33
H -1.56 -0.11 1.60
H -0.49 -1.51 1.86
H -0.93 1.56 -0.32
H 0.75 1.64 -0.81
H -0.71 0.95 -2.72
*
```

The energy above the lowest of the compared OMol25 structures with the same formula, charge and spin comes out at 93.19 kJ/mol. For the maximum force, the calculation gives 0.0105 hartree/bohr.

Partial charges, Mulliken, in e: -1.005, 0.928, -1.183, -0.799, 0.064, -0.463, 0.261, 0.265, 0.293, 0.293, 0.334, 0.311, 0.350, 0.348

---

(6)
ORCA calculation (ωB97M-V with the def2-TZVPD basis set) on 2 unconnected molecules or ions with the total composition C5H8O.

ORCA input file:
```
! wB97M-V def2-TZVPD RIJCOSX def2/J DEFGRID3
* xyz 0 1
O -0.24 2.37 -0.19
C -0.64 1.46 -0.88
C -0.94 0.09 -0.45
C -1.72 -0.78 0.11
C -0.72 -1.35 -0.83
H -0.84 1.60 -1.97
H -2.61 -0.96 0.70
H -1.04 -1.71 -1.82
H 0.17 -1.86 -0.45
C 1.72 0.22 1.15
H 2.07 -0.49 0.40
H 1.81 1.24 0.77
H 2.29 0.11 2.07
H 0.66 0.04 1.36
*
```

The energy above the lowest of the compared OMol25 structures with the same formula, charge and spin comes out at 329.94 kJ/mol. For the maximum force, the calculation gives 0.0146 hartree/bohr.

Partial charges, Mulliken, in e: -0.447, -0.059, 0.002, -0.156, -0.444, 0.297, 0.374, 0.232, 0.195, -0.886, 0.214, 0.212, 0.311, 0.156

---

(7)
ORCA calculation (ωB97M-V with the def2-TZVPD basis set) on a single C5H8O molecule.

ORCA input file:
```
! wB97M-V def2-TZVPD RIJCOSX def2/J DEFGRID3
* xyz 0 1
C -1.04 -1.48 -0.07
C -0.08 -1.28 -0.97
C 1.19 -0.50 -0.72
O 1.13 0.38 0.38
C 0.13 1.32 0.31
C -0.36 1.86 1.42
H -0.97 -1.11 0.95
H -1.94 -2.02 -0.34
H -0.18 -1.66 -1.98
H 2.01 -1.19 -0.48
H 1.47 0.04 -1.64
H -0.21 1.58 -0.69
H 0.03 1.54 2.39
H -1.14 2.61 1.37
*
```

The energy above the lowest of the compared OMol25 structures with the same formula, charge and spin comes out at 189.82 kJ/mol. For the maximum force, the calculation gives 0.0055 hartree/bohr.

Partial charges, Mulliken, in e: -0.620, -0.123, -0.409, -0.376, -0.036, -0.645, 0.230, 0.274, 0.290, 0.288, 0.323, 0.295, 0.253, 0.258

---

(8)
ORCA calculation (ωB97M-V with the def2-TZVPD basis set) on a single C5H8O molecule.

ORCA input file:
```
! wB97M-V def2-TZVPD RIJCOSX def2/J DEFGRID3
* xyz 0 1
C -1.06 -2.04 -0.46
C -1.37 -0.72 -0.47
C -1.24 0.54 -0.44
C 0.15 0.95 -0.25
C 0.48 1.64 1.04
O 1.14 -0.39 -0.17
H -1.24 -2.64 0.43
H 0.35 -1.22 -0.26
H -1.04 -2.60 -1.40
H 0.58 1.44 -1.13
H 0.10 1.05 1.89
H 1.55 1.81 1.16
H -0.04 2.61 1.04
H 1.65 -0.44 -0.99
*
```

The energy above the lowest of the compared OMol25 structures with the same formula, charge and spin comes out at 475.99 kJ/mol. For the maximum force, the calculation gives 0.0083 hartree/bohr.

Partial charges, Mulliken, in e: -0.934, 0.516, -0.882, 0.521, -1.172, -0.575, 0.270, 0.356, 0.264, 0.283, 0.284, 0.344, 0.345, 0.380